Record 1
Density functional theory data (ωB97M-V/def2-TZVPD) for a cluster of 3 separate species, C35H48Br4Cl2N2O3 in total.

Computed properties:
- Frontier orbital gap: 5.826 eV
- SMILES string: C#Cc1c(COC)c(C[C@H](C)Br)c2c(c1/C(Br)=C(/C)Br)C(=O)C(Br)=C(/C(Cl)=C(\C)Cl)C2=O.CCN(CC)CC.CCN(CC)CC
- HOMO: -8.084 eV
- E_tot: -12913.2195 Ha
- LUMO level: -2.2572 eV

Each line ends with the Löwdin charge.
Atoms and positions in Å:
C: -5.043 -8.496 8.790  -0.095
C: 1.125 10.203 -5.116  -0.091
H: -3.161 -7.637 9.364  0.095
H: 0.044 10.196 -4.958  0.068
C: 2.141 2.553 -3.149  -0.041
H: 2.741 8.901 -5.670  0.112
C: -0.377 7.637 -6.014  -0.273
H: -0.374 5.655 -6.913  0.072
H: -0.646 -4.516 5.331  0.069
C: 1.770 1.301 -2.104  -0.039
C: 0.124 -1.027 -1.459  -0.030
C: -0.206 0.481 -3.947  -0.210
H: -1.037 8.511 -6.012  0.096
C: -3.550 -8.275 8.563  -0.271
C: -1.731 1.911 -5.216  -0.134
H: -1.027 -7.093 8.849  0.068
N: 0.991 7.992 -6.399  -0.194
H: 1.936 4.954 -4.177  0.067
C: 1.807 -2.836 2.075  -0.115
H: 1.687 8.252 -4.451  0.104
H: 2.252 8.605 -7.965  0.115
H: 0.191 -7.283 7.590  0.060
C: -3.889 -6.491 6.861  -0.250
H: -1.943 0.963 -5.887  0.098
H: 0.458 -5.395 -2.421  0.080
C: 1.181 -4.727 3.973  -0.562
H: -0.538 -4.782 -0.856  0.089
H: -2.761 2.502 -5.167  0.107
H: -1.168 6.894 -7.910  0.065
N: -3.223 -7.739 7.239  -0.190
C: 2.145 -0.098 0.328  0.038
H: -0.902 -5.909 7.529  0.043
H: -3.064 -9.249 8.682  0.117
Br: 0.849 -2.914 -4.153  0.622
H: -1.455 -3.847 -3.366  0.111
H: 0.510 -3.034 5.515  0.100
O: 3.409 0.655 2.548  -0.032
H: -0.990 2.590 -5.860  0.100
H: 0.805 10.551 -7.937  0.054
C: 0.065 -3.783 4.721  -0.105
Br: 1.769 4.139 0.892  0.586
C: 0.383 9.608 -8.288  -0.090
H: -4.444 -4.520 7.533  0.073
H: 1.179 -3.971 -1.394  0.081
C: -1.792 -7.804 6.924  -0.252
H: 1.360 10.900 -5.922  0.056
C: 2.923 -1.855 2.375  -0.412
H: 1.584 10.603 -4.206  0.073
H: -2.714 -4.814 7.607  0.049
H: 5.131 4.235 2.000  0.100
H: -0.660 -3.234 3.949  0.093
H: 4.602 5.582 0.786  0.083
H: -1.707 -2.471 -1.031  0.118
H: 0.627 0.725 -4.765  0.140
H: 0.409 9.635 -9.383  0.074
H: -3.792 -5.522 8.826  0.069
H: -4.966 -6.685 6.790  0.101
O: -1.202 1.590 -3.876  -0.258
C: 2.014 3.841 -3.752  0.096
C: 0.555 0.219 -2.487  0.003
H: -3.601 -6.218 5.839  0.113
C: 0.914 -1.179 -0.009  0.044
H: -0.823 -0.469 -4.309  0.095
C: 1.682 8.810 -5.397  -0.256
O: -0.635 -2.897 1.310  -0.037
C: 0.170 -4.484 -1.741  -0.161
H: -1.825 -1.412 -2.600  0.121
H: -0.369 7.254 -4.988  0.114
C: 4.883 4.438 0.861  -0.159
H: -5.471 -9.132 8.009  0.079
C: 0.568 -2.351 1.110  -0.173
H: 5.862 4.258 0.236  0.061
Br: 5.707 1.468 -0.714  0.603
C: 3.634 3.464 0.413  -0.600
C: 2.884 -0.311 1.790  -0.224
C: 1.187 8.411 -7.789  -0.251
H: -1.977 6.263 -6.477  0.073
H: -5.596 -7.553 8.816  0.063
C: -3.689 -5.279 7.765  -0.089
H: -1.640 -7.542 5.869  0.104
H: -5.202 -8.993 9.752  0.072
C: 2.588 1.129 -0.690  -0.092
C: 1.965 -4.324 2.765  -0.570
C: -0.536 -3.372 -2.772  -0.665
C: -1.078 -2.044 -1.921  -0.187
H: -1.478 -8.853 6.996  0.110
Br: 4.515 -2.362 3.508  0.682
Cl: 3.191 -5.537 2.054  0.503
C: -0.842 -6.970 7.779  -0.099
Cl: 1.480 -6.417 4.690  0.522
H: 0.961 7.557 -8.439  0.102
H: -0.668 9.563 -7.991  0.069
C: -1.003 6.551 -6.885  -0.092
C: 3.839 2.156 -0.268  -0.579



Record 2
Density functional theory data (ωB97M-V/def2-TZVPD) for a structure of composition C35H48BrCl3IrN5O6SSi2.

Computed properties:
- Frontier orbital gap (spin up / spin down): 6.504 / 5.567 eV
- ΔE to the lowest compared entry with this formula, charge and spin: 348.5 kJ/mol
- HOMO (spin up / spin down): -5.633 / -5.643 eV
- 2S+1: 2
- E_tot: -7123.9933 Ha
- Charge: -1
- LUMO level (spin up / spin down): 0.8707 / -0.0756 eV

Each line ends with the Löwdin charge.
Atoms and positions in Å:
H: -3.349 -3.471 7.201  0.097
C: 1.719 1.170 0.947  -0.532
C: 1.415 2.071 2.088  -0.251
H: -4.954 0.425 5.251  0.080
C: 1.926 -0.027 -5.727  -0.098
C: -1.407 -0.727 -4.555  -0.622
O: 1.476 -2.406 2.980  -0.081
H: 0.791 3.996 5.329  0.124
C: -0.870 -1.516 5.962  -0.200
C: -1.495 -2.578 6.598  -0.050
Br: -0.393 0.673 -1.731  0.629
H: -2.267 -1.493 -6.382  0.084
H: -2.899 2.026 -4.982  0.063
H: 2.291 2.445 -4.694  0.064
H: -0.663 -2.319 1.134  0.020
C: -2.370 2.632 -4.248  -0.102
C: -0.850 2.523 -4.415  -0.624
O: 2.699 -4.135 2.723  -0.016
N: 1.174 -0.083 1.070  0.100
C: 3.355 -3.435 -0.065  -0.039
H: 2.998 -0.045 -5.922  0.083
H: 3.422 0.368 2.337  0.081
C: 0.427 2.233 4.191  -0.163
H: 1.542 -1.025 -5.924  0.065
H: 2.110 5.068 3.489  0.111
C: 3.991 -2.338 0.496  -0.038
H: 2.296 -0.294 -2.331  0.050
H: -0.890 -3.364 7.027  0.109
Si: -0.230 0.726 -3.963  0.520
H: -3.351 -1.557 -4.117  0.086
O: -0.453 1.853 6.388  0.062
H: 3.224 -0.968 -3.660  0.089
H: 1.003 -0.470 5.947  0.073
C: -0.796 -2.101 -4.250  -0.102
H: -0.598 -2.210 -3.187  0.067
N: -2.094 -1.316 2.337  -0.567
H: -0.929 2.167 -6.564  0.066
H: -0.741 -0.641 -6.628  0.066
C: 2.220 -0.683 -3.342  -0.117
C: -3.654 -1.630 6.157  -0.092
H: 1.469 0.660 -6.435  0.066
H: -1.496 -2.888 -4.533  0.086
C: 0.609 -1.474 5.808  -0.019
O: 0.601 -4.348 3.078  -0.013
C: 1.865 -1.180 0.737  -0.196
H: -2.681 3.668 -4.387  0.086
H: 2.532 3.743 1.402  0.124
Si: -2.157 1.935 1.340  -0.674
H: -2.678 2.327 -3.250  0.059
C: 1.217 -2.351 0.211  -0.189
H: -0.605 4.562 -3.716  0.086
O: -4.168 -2.609 2.792  -0.518
C: -3.077 -0.561 5.492  -0.275
S: -2.778 -2.374 3.196  0.809
H: 0.847 3.589 -3.546  0.057
C: 1.975 -3.433 -0.191  -0.038
C: 4.049 -0.158 1.622  -0.018
H: 0.125 -2.266 -4.803  0.063
C: 1.669 0.396 -4.280  -0.626
C: 0.954 3.492 4.388  0.031
H: -2.222 0.266 -6.309  0.063
C: -3.929 0.516 4.896  -0.060
H: -3.926 0.435 3.806  0.045
H: -0.673 -1.605 -0.458  0.002
Cl: -3.279 3.104 2.663  0.215
Cl: -0.964 3.436 0.482  0.245
C: -0.401 1.521 5.207  -0.499
O: 2.373 1.532 -0.023  0.059
C: -0.234 3.565 -3.474  -0.119
H: 3.928 -4.296 -0.371  0.112
H: -0.505 3.364 -2.442  0.013
H: -2.618 -0.748 -2.742  0.046
C: 1.943 3.347 2.212  -0.011
H: 0.591 2.868 -6.008  0.060
C: -2.752 -0.695 -3.820  -0.115
Ir: -0.861 0.196 2.435  1.075
C: 2.499 1.647 -3.986  -0.105
H: 2.318 1.996 -2.974  0.069
H: 1.089 -2.142 6.518  0.084
H: -4.732 -1.662 6.241  0.109
C: 1.713 4.071 3.373  -0.018
N: -1.085 0.504 4.663  0.016
H: 4.425 0.569 0.902  0.091
C: -0.486 2.872 -5.862  -0.094
C: -1.670 -0.638 -6.061  -0.095
H: 0.871 -1.779 4.788  0.056
H: 4.897 -0.596 2.143  0.091
Cl: -3.536 1.639 -0.183  0.206
H: 1.608 -1.576 -3.325  0.055
N: 0.641 1.535 3.055  -0.005
C: 3.288 -1.234 0.922  -0.167
N: 1.593 -3.649 2.928  -0.610
H: -3.323 0.197 -4.048  0.057
H: 3.558 1.401 -4.057  0.087
C: -1.672 -0.499 5.396  -0.271
H: -0.582 -3.378 -0.290  0.093
H: -0.843 3.868 -6.124  0.083
H: 5.063 -2.350 0.633  0.116
H: -3.546 1.502 5.154  0.061
C: -0.258 -2.423 0.123  -0.062
C: -2.873 -2.638 6.704  -0.094
H: 1.475 -4.311 -0.575  0.119



Record 3
Density functional theory data (ωB97M-V/def2-TZVPD) for a structure of composition C35H48ClN4O6Ti.

Computed properties:
- Frontier orbital gap (spin up / spin down): 4.800 / 4.809 eV
- HOMO (spin up / spin down): -5.111 / -5.078 eV
- 2S+1: 2
- E_tot: -3342.4009 Ha
- LUMO level (spin up / spin down): -0.3110 / -0.2690 eV

Each line ends with the Löwdin charge.
Atoms and positions in Å:
H: -2.053 3.949 3.700  0.098
H: 2.116 -3.697 0.144  0.100
H: -3.932 1.265 -4.425  0.094
H: 5.327 -1.348 -1.524  0.101
N: -2.330 1.659 2.093  -0.079
C: -5.531 -1.584 -0.156  -0.073
C: -1.010 3.646 3.801  -0.090
H: -4.247 3.127 2.165  0.109
H: 1.799 -2.436 -3.299  0.099
C: 1.191 4.269 4.696  -0.087
H: 3.237 2.498 -3.841  0.124
H: -0.428 -2.153 -2.671  0.160
H: 2.024 -4.210 -3.111  0.095
C: 1.859 1.214 2.565  -0.565
H: -3.049 -1.738 -0.248  0.069
C: 3.553 -0.219 -1.856  -0.044
H: -0.432 3.081 -2.700  0.084
H: -6.501 2.636 1.453  0.092
C: -0.014 3.222 -1.695  -0.119
H: -0.612 5.461 5.090  0.109
C: 4.897 -0.506 -2.051  -0.080
C: 2.005 -3.244 -2.582  -0.029
H: -1.562 -0.216 -2.729  0.140
C: 1.746 3.155 4.064  -0.041
C: 5.084 1.373 -3.560  -0.078
H: -3.699 -2.281 1.269  0.085
C: 2.180 4.075 0.390  -0.093
O: 2.985 1.119 3.026  0.066
C: 1.182 -4.014 -0.338  -0.007
H: 2.386 3.688 1.398  0.066
H: 2.952 -0.808 -1.167  0.101
H: 2.990 -3.065 -2.115  0.092
H: 3.219 2.442 -0.590  0.125
H: -4.800 -0.088 -3.636  0.098
C: -0.350 2.568 3.289  -0.137
H: -2.297 2.671 2.091  -0.012
C: 1.549 1.304 -2.257  -0.285
C: -5.082 -0.323 0.565  -0.286
H: -4.996 -1.779 -1.106  0.075
H: -5.457 -2.510 0.442  0.078
C: -4.158 1.832 -1.762  -0.004
C: -0.048 -2.354 -1.645  -0.227
O: 0.957 0.288 -1.433  -0.304
H: 0.348 -3.859 0.350  0.098
H: -1.198 0.677 5.813  0.098
O: 1.544 0.390 1.573  -0.205
C: 5.661 0.293 -2.895  -0.089
C: 2.983 0.873 -2.511  -0.182
C: -0.791 -0.191 5.297  -0.014
H: -3.098 -0.310 -4.166  0.085
O: -0.961 -0.567 1.777  -0.169
C: -4.503 2.121 1.755  -0.059
C: -3.762 -0.162 1.032  -0.207
H: -5.074 1.354 -1.394  0.084
H: 2.961 4.838 0.200  0.088
H: -4.455 2.611 -2.471  0.096
C: 0.978 2.252 3.264  -0.235
H: -2.168 -1.658 1.223  0.033
H: -6.594 -1.482 -0.414  0.068
H: 0.137 0.390 3.145  0.069
H: -3.632 2.290 -0.923  0.098
N: 0.951 -3.245 -1.568  -0.163
C: -3.431 1.104 1.564  -0.305
H: -7.114 0.371 0.403  0.099
Ti: 0.173 0.066 0.193  1.076
H: 5.664 2.008 -4.212  0.101
O: -0.529 -1.781 -0.632  -0.105
C: -2.150 0.386 -2.000  -0.232
H: 1.009 1.359 -3.223  0.151
Cl: -0.251 2.242 0.859  0.745
H: 1.906 4.894 5.330  0.117
C: 1.339 2.613 -1.506  -0.298
C: -6.082 0.602 0.743  -0.127
H: -0.926 -1.102 5.876  0.092
H: -2.961 -1.686 4.585  0.095
C: -5.764 1.843 1.341  -0.135
C: 3.743 1.656 -3.376  -0.035
H: 1.255 -5.075 -0.602  0.098
H: -3.458 0.041 4.513  0.110
C: -0.778 -0.113 2.935  -0.288
N: -3.327 0.852 -2.457  -0.143
H: 2.806 2.937 4.126  0.110
O: -1.753 0.603 -0.832  -0.131
C: 2.265 2.970 -0.603  -0.128
C: -3.126 -1.472 0.801  -0.124
H: 0.272 -0.026 5.119  0.099
N: -1.481 -0.340 4.028  -0.136
C: -2.872 -0.749 4.031  0.001
H: 6.712 0.077 -3.038  0.099
H: -3.231 -0.903 3.014  0.064
C: -3.821 0.402 -3.752  -0.042
C: -0.212 4.542 4.578  -0.065
H: 1.203 4.570 0.389  0.063
H: -0.083 4.256 -1.352  0.084
H: -0.738 2.662 -1.097  -0.026